(1)
C6H12F6KNO8S3 | ωB97M-V with the def2-TZVPD basis set

Summary:
2S+1 = 1
E_tot = -3286.0421 hartree
Energy relative to the best compared isomer or geometry (same formula, charge and spin) = 82.92 kcal per mole
HOMO = -0.317 hartree
LUMO level = -0.0851 Eh

XYZ file:
```
37
Properties=species:S:1:pos:R:3:forces:R:3
K -2.322546 0.978449 0.959807 0.4 0.1 0.2
C 3.851322 0.802297 4.485062 -0.4 -0.1 -0.6
F 4.090920 -0.073769 3.452821 -0.3 0.9 1.1
F 3.465448 0.120974 5.555512 -0.2 0.0 -0.8
F 4.985102 1.403185 4.810589 -0.1 0.3 -0.5
S 2.521290 2.139488 3.803165 0.3 0.0 -1.5
O 2.885330 3.459656 4.291773 -0.5 -1.8 0.6
O 2.570886 2.097862 2.351872 -0.3 -1.2 0.9
N 1.019275 1.385348 4.314511 2.4 1.6 -1.7
S 0.796305 2.149461 5.652250 0.0 0.7 6.2
O 1.837046 1.828998 6.677582 -1.9 0.4 -1.9
O 0.382441 3.538811 5.666183 -0.2 -0.7 -0.9
C -0.770164 1.276120 6.350984 2.4 1.7 -1.0
F -1.815355 1.646273 5.650583 -1.7 0.7 -0.8
F -0.614032 0.010327 6.158333 0.1 -2.7 0.3
F -0.982486 1.551505 7.620481 0.1 0.0 0.3
C -0.313999 -3.851703 3.242824 0.0 0.8 1.0
O 0.444298 -2.851455 2.532479 -0.6 -1.0 -0.2
H -1.365197 -3.586429 3.355541 -0.3 0.0 -0.6
H -0.240161 -4.863131 2.843236 0.3 0.4 -0.5
H -0.007241 -3.887789 4.288140 0.5 -0.2 0.1
H 0.260764 -2.004436 2.945351 0.2 0.0 0.2
O -0.875664 1.295753 -4.022006 -1.3 -0.9 -2.3
S -1.508333 1.056125 -5.329059 0.5 1.2 -0.3
O -1.584890 2.190880 -6.282484 0.1 -2.8 1.8
O -0.765625 -0.274833 -5.998227 -0.9 1.9 0.7
C -0.894477 -0.415230 -7.423183 1.1 -0.8 -0.8
C 0.015630 -1.588537 -7.810928 0.3 0.2 -0.6
C -3.136115 0.243667 -5.137143 0.7 -0.4 -0.2
H -0.591596 0.499208 -7.933234 0.2 0.0 0.2
H -1.895927 -0.618881 -7.802305 -0.4 -0.1 0.7
H -0.019806 -1.705962 -8.894002 -0.3 -0.1 -0.1
H -0.214904 -2.555541 -7.363873 -0.4 0.2 0.1
H 1.077176 -1.422212 -7.627727 -0.1 0.4 0.4
H -2.890018 -0.752638 -4.769852 0.0 0.2 0.7
H -3.556528 -0.008479 -6.110683 0.0 0.7 -0.2
H -3.838171 0.786638 -4.504371 0.3 0.1 -0.1
```
Forces are in eV/Å.

---

(2)
C6H12F6Li2N3O18S6 | ωB97M-V with the def2-TZVPD basis set

Summary:
2S+1 = 1
Charge = -1
E_tot = -4757.9602 hartree
Energy relative to the best compared isomer or geometry (same formula, charge and spin) = 18.00 kcal per mole
HOMO = -0.263 hartree
LUMO level = 0.0493 Eh

XYZ file:
```
53
Properties=species:S:1:pos:R:3:forces:R:3
Li 1.355509 -0.567662 -0.505336 -1.2 1.3 1.1
Li 3.326919 -1.933614 -1.376591 0.3 -0.1 -0.2
N 1.364397 -2.048827 -1.722308 -0.9 -0.3 -3.6
S 0.994514 -1.867418 -3.408167 1.0 3.6 -2.3
O -0.375373 -1.710546 -3.794873 1.0 -0.7 1.0
O 1.912888 -2.591907 -4.227318 -0.4 -0.3 0.6
F 1.557023 -0.392708 -3.522585 0.0 -0.2 0.7
S 0.665865 -3.473658 -1.630257 -1.3 -3.1 3.7
O 1.358643 -4.531102 -2.305789 -0.3 0.8 0.3
O -0.764781 -3.428756 -1.639218 0.8 -0.1 -0.4
F 0.992898 -3.670874 -0.077236 0.3 -0.1 -0.5
N -0.866442 3.575043 -1.155278 2.2 -3.8 -1.5
S 0.186865 2.358625 -1.728813 -1.5 -1.9 -2.7
O 0.475367 1.285787 -0.792049 0.5 0.5 0.2
O 1.197400 2.659515 -2.722682 -1.0 0.3 1.7
F -0.890418 1.598286 -2.612408 -0.5 0.5 -0.1
S 0.232499 4.277590 -0.315322 0.7 5.0 3.1
O 1.125399 5.077742 -1.108115 -0.1 -0.5 0.5
O 0.751383 3.661092 0.877981 -0.2 -0.3 -0.9
F -0.781811 5.361788 0.341291 0.2 -0.2 -0.4
N 3.337298 -0.343899 -0.246978 2.3 3.6 -0.3
S 4.072763 1.221167 -0.590139 -0.1 3.1 -4.7
O 5.508904 1.255566 -0.685754 -0.9 -0.9 1.3
O 3.378900 2.371681 -0.083538 0.5 -2.0 -0.3
F 3.754367 1.164828 -2.161720 -0.7 -0.4 0.7
S 3.964402 -0.298767 1.214696 -0.8 -5.2 5.1
O 3.419547 0.668220 2.106738 0.9 0.7 -0.7
O 5.303182 -0.813333 1.365284 -0.9 1.1 -0.7
F 3.096663 -1.592824 1.694155 0.3 -0.2 -0.4
C -4.578123 1.218004 2.312245 0.9 0.2 1.0
O -4.338185 0.121022 1.441264 -0.1 0.1 0.0
C -3.362984 0.300091 0.542721 -0.5 0.5 -1.0
O -2.685850 1.280432 0.398783 0.3 0.0 0.4
O -3.385490 -0.746565 -0.266132 -0.6 -1.2 0.3
C -2.501398 -0.782947 -1.371964 1.2 1.0 0.0
H -5.181272 2.025352 1.900827 -0.3 -0.4 -0.3
H -3.636675 1.677742 2.621644 0.1 -0.1 -0.2
H -5.002815 0.778734 3.212159 -0.4 0.1 -0.1
H -2.713993 0.034446 -2.060948 -0.1 -0.1 0.0
H -2.523416 -1.746715 -1.861549 -0.4 -0.1 0.2
H -1.480114 -0.618284 -1.006100 -0.1 0.0 -0.1
C -0.092554 1.325250 2.494599 -0.4 1.1 -0.3
O -0.692485 0.085882 2.905829 -0.4 0.2 0.9
C -0.484930 -0.957993 2.157893 0.2 0.1 -0.7
O 0.323195 -1.000577 1.252592 0.1 -0.5 -0.6
O -1.308909 -1.931348 2.521508 -0.2 0.3 0.9
C -1.461506 -3.101507 1.756286 0.1 -0.7 -1.0
H -0.425290 2.115568 3.167832 0.0 -0.5 0.5
H -0.535198 1.641239 1.550703 0.5 -0.4 -0.2
H 0.992287 1.304235 2.501740 0.0 -0.3 -0.3
H -2.433237 -3.537452 1.980519 -0.1 0.4 0.1
H -0.725335 -3.879101 1.970261 0.3 0.4 0.2
H -1.420494 -2.876541 0.689616 0.0 0.0 0.1
```
Forces are in eV/Å.

---

(3)
C6H12F6LiN3O18S6 | ωB97M-V with the def2-TZVPD basis set

Summary:
2S+1 = 1
Charge = -2
E_tot = -4750.3499 hartree
Energy relative to the best compared isomer or geometry (same formula, charge and spin) = 89.31 kcal per mole
HOMO = -0.154 hartree
LUMO level = 0.1284 Eh

XYZ file:
```
52
Properties=species:S:1:pos:R:3:forces:R:3
Li 0.409977 0.256762 -0.328810 -0.8 -0.3 0.5
N 2.297833 -0.023977 -0.704536 2.9 2.7 -0.1
S 2.494457 -0.272344 -2.255878 -0.5 -1.8 -3.5
O 3.715538 -0.947409 -2.640698 -1.7 0.3 0.5
O 2.073841 0.810336 -3.140186 0.3 -1.0 1.0
F 1.257498 -1.300693 -2.314403 1.0 0.2 -0.6
S 3.369420 1.280979 -0.590998 2.1 1.9 2.9
O 2.757915 2.552905 -0.921789 0.0 -1.2 0.3
O 4.762523 1.117757 -1.008426 -2.5 -0.4 0.2
F 3.540631 1.350493 1.032375 -0.7 -0.4 -1.8
N 1.841826 -3.324466 0.349576 -2.0 -0.7 -2.6
S 0.257830 -3.097532 -0.110737 -0.7 3.8 1.8
O -0.390086 -3.821105 -1.197394 0.9 0.8 2.0
O -0.016303 -1.650029 -0.031382 0.1 -2.5 -0.4
F -0.331788 -3.600524 1.289272 -0.7 -0.3 -0.9
S 2.124044 -4.549509 -0.623631 3.3 -4.1 -1.5
O 2.215473 -4.290526 -2.051041 -0.3 0.1 1.6
O 1.517286 -5.822223 -0.214584 0.5 1.8 -0.4
F 3.728306 -4.875370 -0.278858 -1.5 0.9 0.2
N 2.304554 -1.277742 2.562355 -3.8 3.8 0.1
S 1.036393 -0.107643 2.899271 -2.9 -2.0 -3.0
O 0.754195 0.757878 1.718846 1.0 -1.0 2.8
O 0.674769 0.346536 4.251452 1.3 -0.3 -2.4
F -0.037598 -1.279263 2.658480 -0.2 0.8 0.5
S 3.243113 -0.767464 3.658296 5.3 -0.7 1.7
O 3.119093 -1.524093 4.874118 -0.2 0.8 0.5
O 3.687134 0.614184 3.681899 -1.5 -0.5 0.6
F 4.534968 -1.407172 3.022390 0.9 -0.7 -0.3
C -0.796597 3.546706 -1.931791 0.3 -0.4 0.9
O -1.207266 2.752552 -3.035588 -0.7 -0.5 -0.3
C -1.307197 1.403596 -2.919004 2.5 -0.3 2.1
O -0.705315 0.717057 -2.076066 -2.2 1.6 -2.5
O -2.076425 1.024669 -3.937350 -0.5 -0.5 0.3
C -2.352409 -0.361782 -4.142946 0.5 -0.9 -0.9
H 0.236460 3.340254 -1.652012 0.1 0.1 -0.2
H -1.407634 3.340531 -1.053033 0.0 -0.2 0.0
H -0.950748 4.598931 -2.170882 0.2 -0.2 -0.4
H -2.683805 -0.498875 -5.172258 0.0 0.7 -0.2
H -3.167528 -0.816353 -3.579880 0.3 0.5 0.8
H -1.442539 -0.960150 -4.096270 0.0 0.1 0.6
C -3.970534 2.679430 0.339625 0.8 -0.4 0.3
O -3.619756 1.814474 1.445027 -2.5 2.2 0.1
C -2.629396 1.009198 1.322982 3.7 -2.2 -0.9
O -1.843113 0.863510 0.371447 -2.5 1.0 1.9
O -2.481181 0.255111 2.409050 0.7 -1.0 -0.2
C -3.006220 0.349691 3.721429 -0.5 0.8 0.2
H -4.703534 3.412082 0.677302 -0.1 -0.5 0.2
H -4.335655 2.026192 -0.452885 0.0 0.4 -0.2
H -3.075534 3.235792 0.061138 -0.1 -0.2 -0.3
H -4.090563 0.449112 3.770510 -0.2 -0.1 -0.4
H -2.610589 1.217474 4.249178 0.3 0.0 -0.1
H -2.715763 -0.547948 4.267299 0.2 0.0 -0.4
```
Forces are in eV/Å.